Entry 1:
The following is a quantum chemistry calculation of one molecule with the formula C8H7NO2S, from the Open Molecules 2025 dataset.

XYZ file:
```
19
Properties=species:S:1:pos:R:3:lowdin_charge:R:1
C -1.20675 1.66722 -0.15765 -0.33
C -2.16285 0.57388 -2.11985 -0.44
C -0.81314 0.35285 -0.41372 -0.35
C 1.73679 0.43398 0.13387 0.05
C 2.05337 0.70071 1.40228 -0.07
C 0.15951 -0.40517 1.79783 -0.41
C 0.33447 -0.40436 0.25373 -0.27
C 0.46911 -1.85195 -0.38609 0.01
N -1.36916 -0.19984 -1.47436 0.01
O -0.65453 -1.02922 2.45108 0.13
O 1.13072 0.32813 2.37447 0.08
S -2.34255 2.09113 -1.34075 1.02
H -1.13881 2.27095 0.71083 0.07
H -2.79124 0.41749 -3.00990 0.08
H 2.38205 0.24430 -0.70090 0.11
H 2.84228 1.15078 1.82049 0.09
H 1.39571 -2.27522 0.07308 0.11
H 0.36704 -1.75700 -1.42318 0.05
H -0.39202 -2.30865 0.00875 0.07
```

Frontier orbital gap in eV: 9.92
SMILES: C[C@]1(c2cscn2)C=COC1=O
Max |F| in eV/Å: 3.998
Spin multiplicity: 1
Energy relative to the best compared isomer or geometry (same formula, charge and spin) in kcal/mol: 0.00
Highest occupied orbital energy in eV: -9.239


Entry 2:
The following is a quantum chemistry calculation of one molecule with the formula C8H7NO3, from the Open Molecules 2025 dataset.

XYZ file:
```
19
Properties=species:S:1:pos:R:3:lowdin_charge:R:1
C 3.84119 0.43204 0.18789 -0.10
C 1.65330 -0.31327 -0.01498 -0.33
C 1.32634 1.03691 0.01454 -0.01
C 0.00912 1.37746 -0.05508 -0.04
C -0.92088 0.50595 -0.07350 -0.14
C -2.38399 0.54747 0.00775 -0.35
C -0.55741 -0.80592 -0.04858 -0.18
C 0.72401 -1.29569 -0.09015 0.09
H 4.03239 1.30768 -0.62106 0.14
H 3.79650 0.77252 1.33444 0.15
H 4.81261 0.01091 0.10899 0.06
H 2.01441 1.84100 -0.17979 0.10
H -0.02712 2.45273 -0.27162 0.15
H -3.25616 -1.14151 0.90783 0.20
H 1.02354 -2.39359 -0.19695 0.17
N -2.76536 -0.83026 -0.00032 0.08
O 2.92674 -0.61502 -0.13065 -0.05
O -3.16453 1.50979 0.01832 0.07
O -1.66079 -1.63822 0.03145 0.00
```

Frontier orbital gap in eV: 9.62
SMILES: COc1ccc2c(=O)[nH]oc2c1
Max |F| in eV/Å: 8.043
Spin multiplicity: 1
Energy relative to the best compared isomer or geometry (same formula, charge and spin) in kcal/mol: 68.00
Highest occupied orbital energy in eV: -8.995


Entry 3:
The following is a quantum chemistry calculation of a 2-piece molecular cluster, C8H7NO4S overall, from the Open Molecules 2025 dataset.

XYZ file:
```
21
Properties=species:S:1:pos:R:3:lowdin_charge:R:1
C -3.34046 -1.40975 -0.29123 -0.11
C -2.78542 -0.80187 0.79693 -0.12
C -2.77625 -1.11654 -1.54655 -0.08
C -1.69745 0.08740 0.73842 -0.10
C -1.79361 -0.10700 -1.65149 -0.05
C -1.17659 0.34665 -0.45885 -0.26
C 4.28792 0.92284 1.56845 0.26
C 4.14813 -0.37025 1.41161 0.03
N 4.25209 -1.18519 0.55073 0.06
O 0.79507 0.78464 -1.68817 -0.36
O 4.28185 -2.34658 0.18599 0.20
O -0.52217 2.69186 -1.17430 -0.30
O 1.07746 1.68435 0.53489 -0.34
S 0.22142 1.59980 -0.61018 0.43
H -4.32579 -1.87718 -0.26486 0.10
H -3.27999 -1.01547 1.79238 0.11
H -3.28496 -1.37826 -2.43513 0.08
H -1.33421 0.42560 1.69785 0.11
H -1.43999 0.19082 -2.72647 0.15
H 3.91429 1.66437 1.01188 0.06
H 4.77866 1.20976 2.55809 0.14
```

Frontier orbital gap (alpha / beta) in eV: 2.78 / 2.81
Max |F| in eV/Å: 7.280
Spin multiplicity: 1
Energy relative to the best compared isomer or geometry (same formula, charge and spin) in kcal/mol: 187.19
Highest occupied orbital energy (alpha / beta) in eV: -8.211 / -8.227


Entry 4:
The following is a quantum chemistry calculation of one molecule with the formula C8H7P, from the Open Molecules 2025 dataset.

XYZ file:
```
16
Properties=species:S:1:pos:R:3:lowdin_charge:R:1
C 0.81889 -2.78520 0.06768 -0.17
C -0.23446 -0.43340 0.05626 0.00
C 1.12102 1.14040 -1.12200 0.17
C 1.93004 -3.31402 -0.43979 -0.35
C 0.69486 -1.36695 -0.14307 -0.38
C 0.12966 0.91192 -0.27247 -0.41
C 1.83371 -0.99045 -0.91463 -0.34
C -0.83499 1.98461 0.11381 -0.07
P 2.91136 -2.16301 -1.48057 0.92
H -0.06374 -3.25452 0.50791 0.11
H -1.17712 -0.59535 0.72839 0.16
H 1.95213 1.83656 -1.43134 0.08
H 2.37628 -4.27688 -0.26227 0.04
H -1.44909 2.21960 -0.72469 0.07
H -0.40935 3.00323 0.55374 0.13
H -1.42879 1.48144 0.82352 0.04
```

Frontier orbital gap in eV: 7.25
Max |F| in eV/Å: 5.203
Spin multiplicity: 1
Energy relative to the best compared isomer or geometry (same formula, charge and spin) in kcal/mol: 99.36
Highest occupied orbital energy in eV: -8.438


Entry 5:
The following is a quantum chemistry calculation of one molecule with the formula C8H8, from the Open Molecules 2025 dataset.

XYZ file:
```
16
Properties=species:S:1:pos:R:3:lowdin_charge:R:1
C 0.65801 -0.88310 -1.09666 -0.07
C -0.66493 -0.87020 -1.11165 -0.06
C -1.26772 0.01150 0.00001 -0.25
C -0.65233 1.40375 -0.21408 -0.06
C 0.67597 1.39136 -0.20826 -0.06
C 1.26543 -0.01006 0.00245 -0.26
C 0.65522 -0.51240 1.31421 -0.06
C -0.67235 -0.50748 1.31121 -0.06
H 1.29764 -1.43938 -1.77932 0.11
H -1.29764 -1.44299 -1.78420 0.11
H -2.35394 0.02151 -0.00881 0.12
H -1.28840 2.26983 -0.36029 0.10
H 1.31838 2.26140 -0.33854 0.11
H 2.35965 -0.00876 0.01018 0.13
H 1.28204 -0.85064 2.13469 0.11
H -1.31504 -0.83432 2.12905 0.11
```

Frontier orbital gap in eV: 9.50
SMILES: C1=CC2C=CC1C=C2
Max |F| in eV/Å: 0.372
Spin multiplicity: 1
Energy relative to the best compared isomer or geometry (same formula, charge and spin) in kcal/mol: 33.41
Highest occupied orbital energy in eV: -8.319


Entry 6:
The following is a quantum chemistry calculation of one molecule with the formula C8H8, from the Open Molecules 2025 dataset.

XYZ file:
```
16
Properties=species:S:1:pos:R:3:lowdin_charge:R:1
C 1.86551 -0.36127 -0.18362 -0.14
C 2.52186 -0.87474 0.84879 0.01
C -0.17241 0.73365 0.91386 -0.04
C 0.48733 0.16791 -0.18208 -0.24
C -0.25020 -0.14136 -1.32207 -0.05
C -1.64567 -0.05109 -1.31851 -0.08
C -2.28675 0.50346 -0.21590 -0.10
C -1.54240 0.88894 0.89082 -0.09
H 2.31364 -0.49041 -1.16137 0.10
H 3.49737 -1.33485 0.77454 0.05
H 2.21775 -0.83761 1.89019 0.06
H 0.42455 0.95073 1.78911 0.11
H 0.19673 -0.54077 -2.22421 0.11
H -2.28161 -0.38283 -2.12620 0.10
H -3.36836 0.48330 -0.17382 0.10
H -1.97736 1.28692 1.80049 0.10
```

Frontier orbital gap in eV: 9.64
SMILES: C=Cc1ccccc1
Max |F| in eV/Å: 1.252
Spin multiplicity: 1
Energy relative to the best compared isomer or geometry (same formula, charge and spin) in kcal/mol: 2.64
Highest occupied orbital energy in eV: -8.695


Entry 7:
The following is a quantum chemistry calculation of a 2-piece molecular cluster, C8H8 overall, from the Open Molecules 2025 dataset.

XYZ file:
```
16
Properties=species:S:1:pos:R:3:lowdin_charge:R:1
C -2.00397 -0.32209 0.90120 0.00
C -2.55500 0.22819 0.01065 -0.05
C 1.18077 1.34102 0.10288 -0.09
C -0.10195 1.10163 -0.35328 -0.11
C -0.53524 -0.19408 -0.55262 -0.26
C 0.36127 -1.25311 -0.41011 -0.09
C 1.65896 -0.99544 0.04329 -0.11
C 2.07666 0.28547 0.29728 -0.12
H -1.50912 -1.02637 1.61545 0.12
H -3.25175 0.58576 -0.76781 0.11
H 1.51551 2.34626 0.31764 0.10
H -0.79013 1.92449 -0.52504 0.11
H -1.52237 -0.36046 -0.99329 0.06
H 0.06112 -2.28591 -0.57925 0.11
H 2.32656 -1.84991 0.20344 0.10
H 3.08867 0.47455 0.68956 0.10
```

Frontier orbital gap in eV: 8.66
SMILES: c1ccccc1.C#C
Max |F| in eV/Å: 6.013
Spin multiplicity: 1
Energy relative to the best compared isomer or geometry (same formula, charge and spin) in kcal/mol: 120.33
Highest occupied orbital energy in eV: -7.549


Entry 8:
The following is a quantum chemistry calculation of C8H8BeN2O3Se as an isolated structure, from the Open Molecules 2025 dataset.

XYZ file:
```
23
Properties=species:S:1:pos:R:3:lowdin_charge:R:1
O -0.34387 2.83284 -3.01490 0.12
C -0.24994 2.05842 -2.19123 0.04
Be 0.00000 0.00000 0.00000 -0.12
C -1.23761 -1.02412 -0.81985 0.07
C -0.51048 1.23121 1.21510 0.07
O -2.02584 -1.67659 -1.34174 0.27
O -0.83600 2.01514 1.98889 0.27
C 3.71164 -0.64319 2.99892 0.02
N 3.27843 -1.99154 2.63675 -0.10
C 3.84367 -3.13021 3.08423 0.01
C 3.17054 -4.19910 2.52997 0.01
N 2.18913 -3.72178 1.73924 -0.10
C 1.25470 -4.54542 0.97412 0.02
C 2.27064 -2.37263 1.81757 -0.63
Se 1.21005 -1.26426 0.96821 1.08
H 3.63371 -0.51031 4.09838 0.13
H 3.08986 0.13135 2.50626 0.07
H 4.76772 -0.49630 2.68907 0.13
H 4.68430 -3.18134 3.76441 0.16
H 3.38254 -5.24809 2.69240 0.16
H 1.81919 -5.18322 0.26187 0.13
H 0.67911 -5.19518 1.66614 0.13
H 0.53961 -3.92389 0.39848 0.07
```

Frontier orbital gap in eV: 6.77
Max |F| in eV/Å: 4.785
Spin multiplicity: 1
Charge: +2
Highest occupied orbital energy in eV: -15.866


Question: What is the formula in the fifth record?
Answer: C8H8